# 1
# C5H12S2

A cluster of 2 separate species, C5H12S2 in total (ωB97M-V/def2-TZVPD, the Open Molecules 2025 dataset).

Its energy above the lowest of the compared OMol25 structures with the same formula, charge and spin is 101.89 kcal per mole. Its calculated total energy is -993.9149 Eh. The value obtained for the LUMO energy is -3.657 eV. As for the charge: 0. Its spin multiplicity is 1. The value obtained for the HOMO-LUMO gap is 0.1692 hartree.

Cartesian coordinates (Å):
1 C 1.8765 0.6840 0.9904
2 C 2.4107 -0.5534 0.3033
3 C 0.7376 1.4309 0.2490
4 S 0.9601 1.4759 -1.4754
5 S -0.9793 -1.2258 1.1766
6 C -2.4997 -1.0680 0.2507
7 C -2.2694 -0.6091 -1.1794
8 H 2.6399 1.4536 1.0308
9 H 1.4465 0.3934 1.9481
10 H 3.2357 -0.9443 0.8938
11 H 2.7194 -0.3630 -0.7140
12 H 1.6691 -1.3484 0.2821
13 H 0.5593 2.4685 0.5314
14 H -0.2714 0.8684 0.3910
15 H -3.1102 -1.9594 0.3907
16 H -3.0931 -0.2888 0.7445
17 H -3.1423 -0.4333 -1.7971
18 H -1.6568 -1.3737 -1.6677
19 H -1.6053 0.2493 -1.1258

---

# 2
# C5H12Si

A cluster of 2 separate species, C5H12Si in total (ωB97M-V/def2-TZVPD, the Open Molecules 2025 dataset).

Its energy above the lowest of the compared OMol25 structures with the same formula, charge and spin is 79.39 kcal per mole. Its calculated total energy is -487.0493 Eh. The value obtained for the LUMO energy is 0.647 eV. As for the charge: 0. Its spin multiplicity is 1. The value obtained for the HOMO-LUMO gap is 0.3431 hartree.

Cartesian coordinates (Å):
1 C -0.7797 -0.9435 0.7262
2 C 0.4323 -0.6234 1.1577
3 C 0.8102 -0.4690 2.5688
4 C 1.5375 -0.4033 0.2319
5 C -0.9821 1.5142 -2.1284
6 Si -1.5796 -0.2396 -1.7103
7 H -1.6793 -1.1205 1.2496
8 H 1.3920 -1.2102 3.0480
9 H 1.4756 0.3700 2.4215
10 H -0.0424 -0.2012 3.3272
11 H 1.5848 -0.9743 -0.7939
12 H 2.5200 -0.7795 0.6118
13 H 1.8777 0.6246 0.0305
14 H -1.3512 2.1249 -2.9636
15 H -1.2384 2.0183 -1.2188
16 H 0.1183 1.5920 -2.0404
17 H -3.0475 -0.2689 -1.5588
18 H -1.0481 -1.0106 -2.9593

---

# 3
# C5H13BF4PtSe2

A structure of composition C5H13BF4PtSe2 (ωB97M-V/def2-TZVPD, the Open Molecules 2025 dataset).

Its energy above the lowest of the compared OMol25 structures with the same formula, charge and spin is 1.37 kcal per mole. Its calculated total energy is -5545.0128 Eh. The value obtained for the LUMO energy is -0.076 eV. As for the charge: 0. Its spin multiplicity is 1. The value obtained for the HOMO-LUMO gap is 0.3372 hartree.

Cartesian coordinates (Å):
1 Pt -0.2086 -0.0720 -0.2703
2 C -1.2613 -2.7808 -1.8710
3 Se -0.7291 -0.9689 -2.3420
4 C 1.0550 -1.3942 -3.0379
5 C 1.9432 -2.0888 -2.0282
6 Se 2.1670 -1.0081 -0.4106
7 C 2.5245 -2.4785 0.8008
8 H -1.1331 -3.4238 -2.7396
9 H -2.3120 -2.7338 -1.5973
10 H -0.6805 -3.1289 -1.0231
11 H 1.4669 -0.4327 -3.3437
12 H 0.9087 -2.0043 -3.9297
13 H 2.9300 -2.2569 -2.4580
14 H 1.5333 -3.0536 -1.7333
15 H 3.4051 -3.0085 0.4469
16 H 1.6573 -3.1293 0.8652
17 H 2.7067 -2.0238 1.7680
18 C -2.0211 0.8526 -0.2236
19 H -2.4374 1.0698 -1.2078
20 H -1.8461 1.7921 0.3048
21 H -2.7414 0.2608 0.3456
22 F 2.0045 -0.0896 2.4998
23 B 0.6544 0.1581 2.7131
24 F -0.0812 -1.0261 2.6708
25 F 0.3970 0.9172 3.8128
26 F 0.2065 0.9596 1.5136